{"formula": "C25H25CaN4O3", "method": "wB97M-V/def2-TZVPD", "elements": ["Ca", "O", "C", "O", "C", "C", "C", "N", "C", "C", "C", "C", "C", "C", "C", "N", "C", "C", "C", "C", "C", "N", "H", "H", "H", "H", "H", "H", "H", "H", "H", "H", "N", "C", "O", "C", "C", "H", "H", "H", "H", "H", "H", "C", "C", "C", "C", "C", "C", "H", "H", "H", "H", "H", "H", "H", "H", "H"], "coordinates": [[-1.3837, 1.2151, 0.8555], [5.3783, -0.1777, -1.6769], [4.5301, 0.6989, -2.1223], [4.7018, 1.4125, -3.1116], [3.2280, 0.8059, -1.3238], [2.2740, 1.7571, -1.7955], [1.1543, 2.0713, -1.0677], [0.8944, 1.3556, 0.1733], [1.7493, 0.4635, 0.5033], [2.9900, 0.2131, -0.1451], [1.3992, -0.4462, 1.6579], [2.2381, -0.2374, 2.8721], [1.7739, -0.7396, 4.0125], [0.4065, -1.2242, 4.1415], [-0.4375, -0.7376, 3.1965], [-0.0438, -0.1284, 2.0694], [0.1358, 2.9820, -1.5552], [0.3246, 3.7523, -2.6252], [-0.5242, 4.8601, -2.8986], [-1.5359, 5.1927, -2.0270], [-1.7496, 4.2887, -1.0133], [-0.9055, 3.2658, -0.7722], [2.5646, 2.2116, -2.7553], [3.5211, -0.6762, 0.3225], [3.2547, 0.0404, 2.7398], [2.4664, -0.7435, 4.8972], [0.1257, -1.4828, 5.1616], [-1.5459, -0.7996, 3.3392], [1.1322, 3.6385, -3.3458], [-0.3903, 5.4195, -3.8490], [-2.1320, 6.0630, -2.2481], [-2.5580, 4.4984, -0.3732], [-4.9966, 0.7211, -1.4155], [-4.0946, 0.9482, -0.4380], [-2.9672, 0.4961, -0.5819], [-4.5669, 1.8705, 0.7230], [-3.4952, 2.0046, 1.8170], [-4.6495, 0.3969, -2.2914], [-5.8450, 1.3070, -1.3614], [-5.6028, 1.6288, 1.0036], [-4.7075, 2.8648, 0.1800], [-3.6344, 1.0355, 2.3929], [-3.7443, 2.7839, 2.5193], [-0.4555, -4.3696, -0.3926], [1.0319, -4.1874, -0.1875], [1.6730, -5.3179, 0.7251], [1.7323, -4.0917, -1.5635], [1.3352, -2.9057, 0.5385], [1.4267, -1.8460, 1.1242], [-0.7534, -5.3669, -0.7684], [-0.9168, -3.5762, -1.0877], [-0.9541, -4.2360, 0.5553], [1.7739, -6.2975, 0.2584], [1.0589, -5.4099, 1.6476], [2.7236, -5.1169, 0.9702], [1.3544, -4.8616, -2.2213], [2.8065, -4.1980, -1.3881], [1.4308, -3.0891, -1.9938]], "total_energy_ev": -56872.4941, "charge": -1, "multiplicity": 1}

{"formula": "C25H25ClN2O6TeV", "method": "wB97M-V/def2-TZVPD", "elements": ["V", "O", "C", "O", "C", "C", "C", "C", "C", "N", "C", "O", "O", "H", "H", "H", "C", "N", "C", "C", "C", "C", "C", "C", "C", "C", "H", "H", "H", "H", "H", "H", "H", "H", "H", "H", "H", "H", "Cl", "C", "C", "C", "C", "O", "C", "C", "O", "C", "H", "H", "H", "H", "C", "Te", "C", "H", "H", "H", "H", "H", "H"], "coordinates": [[-0.3299, 0.7058, 0.2129], [3.3918, 1.2309, 1.8686], [2.2715, 1.3652, 1.4384], [1.4817, 0.4116, 1.0179], [1.5923, 2.6914, 1.3716], [2.1001, 3.9264, 1.7115], [1.2439, 5.0269, 1.6297], [-0.0784, 4.8617, 1.2313], [-0.5014, 3.5841, 0.9041], [0.3242, 2.5685, 0.9813], [-1.9073, 3.1131, 0.5368], [-2.7999, 3.9072, 0.3505], [-1.9825, 1.8130, 0.5200], [3.1258, 4.0160, 2.0400], [1.6036, 6.0126, 1.8929], [-0.7659, 5.6937, 1.1781], [-0.5481, 1.0135, 3.3889], [-0.8241, 0.0068, 2.3548], [-0.0751, -1.2179, 2.7069], [-2.2717, -0.3046, 2.3726], [-2.5767, -1.1011, 1.1435], [-3.5835, -2.0535, 1.0938], [-3.8273, -2.7416, -0.0862], [-3.0576, -2.4738, -1.2067], [-2.0352, -1.5316, -1.1461], [-1.7736, -0.8480, 0.0343], [-0.8644, 0.6430, 4.3697], [-1.0943, 1.9280, 3.1664], [0.5197, 1.2220, 3.4328], [-0.3672, -1.5517, 3.7085], [0.9909, -1.0131, 2.6802], [-0.3053, -2.0036, 1.9946], [-2.8199, 0.6356, 2.3509], [-2.5307, -0.8423, 3.2928], [-4.1806, -2.2540, 1.9766], [-4.6144, -3.4833, -0.1302], [-3.2477, -2.9990, -2.1346], [-1.4695, -1.3377, -2.0489], [1.4984, 0.9131, -6.9363], [0.9671, 1.0872, -5.2962], [0.2814, 2.2546, -4.9186], [-0.1514, 2.4261, -3.6274], [0.0857, 1.4349, -2.6586], [-0.3379, 1.6177, -1.4346], [0.7658, 0.2677, -3.0529], [1.0172, -0.7601, -2.0914], [0.6761, -0.7353, -0.9051], [1.2079, 0.1042, -4.3778], [0.0951, 3.0197, -5.6601], [-0.6874, 3.3164, -3.3266], [1.5749, -1.6445, -2.4262], [1.7360, -0.7996, -4.6560], [3.8543, -5.3064, -0.5603], [3.1749, -3.2912, -0.3837], [1.2641, -3.8412, 0.3849], [3.8926, -5.7672, 0.4228], [4.8540, -5.2847, -0.9880], [3.1907, -5.8635, -1.2160], [0.8273, -4.6052, -0.2545], [0.6394, -2.9541, 0.3591], [1.3601, -4.2090, 1.4031]], "total_energy_ev": -87101.3493, "e_above_lowest_kcal_mol": 10.2, "s_squared": 0.780, "multiplicity": 2}

{"formula": "C25H25F10IrN6O2", "method": "wB97M-V/def2-TZVPD", "elements": ["Ir", "C", "N", "C", "C", "N", "C", "C", "F", "C", "F", "C", "F", "C", "F", "C", "F", "C", "C", "N", "C", "C", "F", "C", "F", "C", "F", "C", "F", "C", "F", "H", "H", "H", "H", "H", "H", "H", "H", "H", "H", "H", "C", "C", "N", "C", "N", "C", "C", "C", "N", "C", "H", "H", "H", "H", "H", "H", "H", "H", "H", "H", "H", "H", "H", "O", "C", "O", "H"], "coordinates": [[-0.1117, -0.4563, -0.0587], [1.0490, 2.2825, -1.3879], [0.5719, 1.8253, -0.0779], [1.6122, 1.9147, 0.9461], [2.6510, 0.8118, 0.8045], [2.0054, -0.4811, 0.7234], [2.7504, -1.6017, 0.7387], [2.1575, -2.9067, 0.8044], [0.8522, -3.0408, 0.9816], [2.8824, -4.0670, 0.7323], [2.2687, -5.2373, 0.7900], [4.2683, -4.0215, 0.6153], [4.9631, -5.1306, 0.5427], [4.9056, -2.7885, 0.6044], [6.2252, -2.7293, 0.5267], [4.1759, -1.6256, 0.6848], [4.8694, -0.4925, 0.6746], [-0.6394, 2.5380, 0.3298], [-1.8204, 2.1986, -0.5636], [-2.0046, 0.7631, -0.6172], [-2.9458, 0.2563, -1.4471], [-3.1342, -1.1530, -1.5983], [-2.3920, -2.0049, -0.8963], [-4.0779, -1.7133, -2.4197], [-4.1753, -3.0280, -2.5134], [-4.9456, -0.8962, -3.1375], [-5.8573, -1.4218, -3.9176], [-4.8481, 0.4803, -2.9921], [-5.6996, 1.2662, -3.6303], [-3.8847, 1.0340, -2.1796], [-3.8835, 2.3577, -2.0733], [1.1133, 3.3771, -1.4186], [0.3828, 1.9349, -2.1740], [2.0355, 1.8724, -1.5904], [1.1346, 1.8129, 1.9217], [2.1117, 2.8897, 0.9060], [3.3082, 0.8655, 1.6750], [3.2798, 0.9775, -0.0746], [-0.4684, 3.6213, 0.3089], [-0.8782, 2.2384, 1.3521], [-1.6834, 2.6046, -1.5692], [-2.7040, 2.6910, -0.1485], [-4.6817, -0.9633, 3.6759], [-4.4593, -0.3791, 2.2950], [-3.0626, -0.5335, 1.9255], [-2.0072, -0.6566, 2.7596], [-0.7903, -0.6768, 2.2408], [0.3190, -0.9233, 3.1629], [-0.0973, -1.7149, 4.3883], [-1.2273, -0.9736, 5.0624], [-2.2805, -0.7504, 4.0876], [-3.6057, -0.4133, 4.5930], [-4.6099, -2.0510, 3.6270], [-5.6685, -0.6963, 4.0507], [-4.7467, 0.6789, 2.2799], [-5.0716, -0.8970, 1.5547], [-2.8006, -0.3371, 0.9824], [0.7654, 0.0335, 3.4679], [1.0906, -1.4790, 2.6424], [0.7404, -1.8425, 5.0728], [-0.4466, -2.7001, 4.0708], [-0.8720, -0.0196, 5.4695], [-1.6423, -1.5573, 5.8849], [-3.7129, 0.6753, 4.6758], [-3.6999, -0.8366, 5.5916], [1.0802, -1.8217, -1.6062], [0.5042, -1.3313, -2.6085], [-0.3096, -0.3831, -2.5139], [0.7231, -1.7557, -3.5993]], "total_energy_ev": -69369.2334, "charge": 1, "e_above_lowest_kcal_mol": 13.7, "s_squared": 8.837, "multiplicity": 6}

{"formula": "C25H25FN", "method": "wB97M-V/def2-TZVPD", "elements": ["C", "C", "C", "C", "C", "C", "N", "C", "C", "C", "C", "C", "C", "H", "H", "H", "H", "H", "H", "H", "H", "H", "H", "H", "H", "H", "H", "H", "F", "C", "C", "C", "C", "C", "C", "C", "C", "C", "C", "C", "C", "C", "H", "H", "H", "H", "H", "H", "H", "H", "H", "H"], "coordinates": [[2.1388, -4.4110, 2.0410], [1.7347, -4.6133, 0.7086], [1.4874, -3.5221, -0.1218], [1.7179, -2.1939, 0.3287], [1.4194, -1.0631, -0.5194], [1.9294, 0.2178, -0.3420], [2.1967, 1.0482, -1.3590], [2.5523, 2.4480, -1.1815], [2.8188, 2.9843, -2.5936], [2.7389, 1.7904, -3.5592], [2.3121, 0.5684, -2.7294], [2.2754, -2.0254, 1.6239], [2.4214, -3.1100, 2.4842], [2.2537, -5.2561, 2.7242], [1.5839, -5.6328, 0.3429], [1.1324, -3.6744, -1.1436], [0.8291, -1.2683, -1.4135], [2.1557, 0.6020, 0.6618], [1.7426, 3.0003, -0.6780], [3.4448, 2.5448, -0.5426], [2.0510, 3.7173, -2.8453], [3.7946, 3.4727, -2.6347], [1.9969, 1.9696, -4.3406], [3.7078, 1.6049, -4.0314], [3.0591, -0.2416, -2.8053], [1.3526, 0.1535, -3.0877], [2.5659, -1.0236, 1.9431], [2.7458, -2.9286, 3.5107], [-4.1790, 0.5056, 4.5312], [-2.9750, 0.3290, 3.8844], [-1.9306, -0.2599, 4.5993], [-0.7260, -0.5058, 3.9175], [-0.6437, -0.2910, 2.5540], [-1.7342, 0.2505, 1.8097], [-1.6058, 0.3107, 0.4001], [-2.5581, 0.7465, -0.5568], [-2.0922, 1.1140, -1.8617], [-2.9690, 1.5887, -2.8254], [-4.3302, 1.7658, -2.5204], [-4.8070, 1.4197, -1.2484], [-3.9607, 0.8141, -0.3205], [-2.8690, 0.7070, 2.5547], [-2.0395, -0.4955, 5.6530], [0.1467, -0.8862, 4.4515], [0.2649, -0.5380, 2.0009], [-0.6427, -0.0008, 0.0065], [-1.0234, 1.0120, -2.0702], [-2.5994, 1.8244, -3.8225], [-5.0169, 2.1613, -3.2714], [-5.8523, 1.5993, -0.9818], [-4.3640, 0.3721, 0.5866], [-3.6522, 1.2982, 2.0892]], "total_energy_ev": -30529.8229, "charge": 1, "e_above_lowest_kcal_mol": 41.4, "multiplicity": 1}

| no. | F_max (eV/A) |
| --- | --- |
| 1 | 4.92 |
| 2 | 0.74 |
| 3 | 1.01 |
| 4 | 1.63 |